This record from the OMol25 dataset describes a structure of composition C27H44CeF6OP2 at a distorted geometry. The level of theory is ωB97M-V with the def2-TZVPD basis set.

HOMO-LUMO gap (spin up / spin down): 6.68 / 6.67 eV
E: -2887.237990 a.u.
<S²>: 0.75
multiplicity: 2
total charge: +1
E_HOMO (spin up / spin down): -8.9 / -8.9 eV
energy above the lowest of the compared OMol25 structures with the same formula, charge and spin: 142.8 kJ/mol

Each line ends with the Mulliken charge.
Cartesian coordinates (Å):
Ce1 -1.0867 -1.2537 0.7035  -0.2770
C1 1.1998 -1.4871 2.1627  0.7435
C2 0.2982 -0.6552 2.9053  1.2976
C3 -0.6537 -2.7626 2.7263  0.8459
C4 0.6160 -2.7860 2.0694  0.5102
C5 -0.8472 -1.4431 3.2549  0.0698
C6 2.6196 -1.1857 1.8064  -1.6049
H1 2.8867 -0.1355 1.9751  0.3889
H2 2.8482 -1.4253 0.7580  0.2836
H3 3.3130 -1.7892 2.4164  0.3549
C7 1.2962 -3.9754 1.5050  -1.3112
H4 2.3557 -3.9966 1.7924  0.3530
H5 1.2668 -3.9811 0.4122  0.0160
H6 0.8359 -4.9035 1.8522  0.3588
C8 -1.5748 -3.9265 2.8424  -1.3822
H7 -1.0802 -4.7502 3.3765  0.3919
H8 -1.8704 -4.3232 1.8573  0.1891
H9 -2.4915 -3.6626 3.3836  0.3357
C9 -2.0098 -0.9652 4.0494  -1.3969
H10 -2.5133 -1.8075 4.5358  0.4309
H11 -2.7610 -0.4388 3.4387  0.1505
H12 -1.6796 -0.2640 4.8247  0.3464
C10 0.5764 0.7114 3.4307  -1.8165
H13 0.5493 0.7239 4.5308  0.5427
H14 -0.1659 1.4463 3.0915  0.2007
H15 1.5690 1.0671 3.1301  0.3540
C11 3.4088 1.0011 -1.5696  -0.5667
C12 3.9559 1.7557 -0.6060  -0.5805
C13 3.2713 2.8654 0.1318  -0.5279
C14 2.2122 3.6632 -0.6723  -1.1837
C15 0.7404 3.2798 -0.3754  0.1778
C16 0.5062 1.8589 0.0620  -0.8130
C17 1.0109 0.6820 -0.7686  2.2851
C18 1.9562 0.9819 -1.9492  -0.8037
H16 4.0551 3.5783 0.4405  0.5187
H17 2.4212 3.6249 -1.7473  0.2996
H18 2.8452 2.5013 1.0815  0.1167
H19 1.6374 1.8900 -2.4744  -0.0944
H20 4.0304 0.3229 -2.1623  0.4163
H21 4.9941 1.5807 -0.3030  0.4059
H22 1.8214 0.1648 -2.6781  0.3927
H23 1.5127 -0.0250 -0.0832  -1.7283
H24 0.7295 1.7277 1.1319  -0.1044
H25 0.1734 0.0947 -1.2156  -0.5259
H26 2.3184 4.7284 -0.3990  0.5782
H27 0.4277 3.9445 0.4534  0.8232
P1 -0.5531 3.5016 -1.6380  1.1769
C19 0.0608 3.5216 -3.3354  -1.4800
C20 -1.2446 5.1338 -1.2741  -1.4158
P2 -1.6422 1.3301 0.0921  2.1312
C21 -1.8391 2.2851 -1.4819  -1.6515
C22 -2.2922 2.5409 1.2952  -1.7053
C23 -3.2209 0.2602 -0.2575  -1.7803
H28 -0.1568 2.5686 -3.8434  0.4287
H29 1.1334 3.7507 -3.4194  0.4250
H30 -0.5019 4.3217 -3.8456  0.4919
H31 -1.5934 5.5674 -2.2199  0.4851
H32 -0.4728 5.7886 -0.8470  0.3932
H33 -2.0893 5.0716 -0.5711  0.3665
H34 -3.9155 0.9399 -0.7720  0.6126
H35 -3.7203 -0.0852 0.6651  0.4713
H36 -3.0477 -0.5894 -0.9558  0.4579
H37 -1.7894 1.6006 -2.3458  0.4483
H38 -2.8223 2.7861 -1.5139  0.8001
H39 -2.7978 1.9926 2.1052  0.3460
H40 -3.0337 3.2062 0.8314  0.5034
H41 -1.4847 3.1410 1.7393  0.3031
C24 -1.8916 -3.0561 -3.1199  -2.0063
C25 -0.8487 -3.3316 -2.0715  0.9348
O1 -0.9089 -2.4842 -0.9537  -0.0960
C26 -0.9714 -4.8155 -1.6138  0.5844
F1 -1.2478 -5.6588 -2.6459  -0.2742
F2 0.1495 -5.2901 -1.0069  -0.2259
F3 -1.9883 -4.9218 -0.7040  -0.2400
C27 0.5679 -3.1565 -2.6775  0.5566
F4 0.8467 -4.0658 -3.6471  -0.2891
F5 0.6737 -1.9114 -3.2391  -0.2351
F6 1.5547 -3.2304 -1.7436  -0.2087
H42 -2.8832 -3.2681 -2.7024  0.4469
H43 -1.7119 -3.6933 -3.9915  0.4517
H44 -1.8423 -2.0016 -3.4189  0.3319

***

This record from the OMol25 dataset describes a structure of composition C27H44N5O4Ti at a distorted geometry. The level of theory is ωB97M-V with the def2-TZVPD basis set.

HOMO-LUMO gap (spin up / spin down): 7.82 / 6.73 eV
E: -2478.974809 a.u.
<S²>: 0.76
multiplicity: 2
total charge: +2
E_HOMO (spin up / spin down): -14.9 / -14.9 eV
energy above the lowest of the compared OMol25 structures with the same formula, charge and spin: 12.0 kJ/mol

Each line ends with the Mulliken charge.
Cartesian coordinates (Å):
Ti1 -0.3813 0.9458 1.2206  -0.3471
C1 0.4983 -2.8872 0.2098  -1.1052
C2 0.2153 -2.3257 1.6151  -1.0703
C3 -1.2432 -2.3239 2.1496  -1.9361
C4 -2.5157 -1.6781 1.5183  0.1945
C5 -3.6363 -1.9111 2.5361  -1.6288
C6 -2.9164 -2.3628 0.1952  -1.2992
N1 -2.3964 -0.1512 1.3512  0.4505
C7 -3.4063 0.4527 0.4314  -1.2778
C8 -2.7132 1.0817 -0.7678  -0.6723
N2 -1.6189 1.9785 -0.3103  0.4052
C9 -2.2069 3.1829 0.3306  -0.0954
C10 -1.2549 3.7212 1.3699  0.1278
O1 -1.2630 4.8253 1.8034  -0.5441
O2 -0.4160 2.7511 1.7713  -0.3833
C11 -0.7006 2.4701 -1.4423  0.7074
C12 -0.6142 1.5390 -2.6423  -2.4858
C13 0.6619 3.0395 -0.9677  -2.4943
C14 1.9040 2.2283 -0.5128  1.5999
C15 2.3682 1.2346 -1.5664  -1.9052
C16 3.0112 3.2586 -0.2684  -1.7035
N3 1.6612 1.5274 0.8325  0.5363
C17 2.7094 0.5733 1.2954  -1.5604
C18 2.2148 -0.8541 1.2158  0.6462
N4 0.9012 -0.9992 1.8929  0.6872
C19 1.0751 -0.8866 3.3592  -0.3459
C20 -0.0648 -0.1080 3.9640  0.1852
O3 -0.4276 -0.1763 5.0922  -0.5455
O4 -0.6314 0.6940 3.0432  -0.0388
H1 -0.0317 -3.8337 0.1019  0.5683
H2 1.5553 -3.1375 0.1743  0.4687
H3 -0.7496 -2.3411 -1.4588  1.2711
H4 0.7038 -3.0546 2.2698  0.7971
H5 -1.2021 -1.9973 3.1896  0.6572
H6 -1.5095 -3.3814 2.2222  0.6433
H7 -3.8118 -2.9784 2.6713  0.4309
H8 -4.5696 -1.4669 2.1871  0.4073
H9 -3.3845 -1.4833 3.5090  0.5310
H10 -2.5120 -3.3738 0.1633  0.3488
H11 -2.5875 -1.8384 -0.7008  0.2461
H12 -3.9982 -2.4593 0.1190  0.5563
H13 -2.5959 0.1991 2.2850  0.7730
H14 -1.0015 -1.0944 0.1604  -0.0252
H15 -3.9848 1.1851 0.9911  0.5579
H16 -4.1240 -0.2851 0.0810  0.5188
H17 -3.4320 1.6303 -1.3833  0.4392
H18 -2.2768 0.3020 -1.3867  0.1944
H19 -3.1250 2.9307 0.8586  0.3967
H20 -2.4549 3.9461 -0.4067  0.4662
H21 -1.2085 3.3654 -1.8116  0.4506
H22 -0.2347 0.5513 -2.4091  0.7283
H23 0.0678 1.9865 -3.3649  0.4637
H24 -1.5774 1.4415 -3.1411  0.4641
H25 0.4879 3.8325 -0.2400  0.4642
H26 1.0179 3.5718 -1.8535  0.6981
H27 2.4504 1.7506 -2.5229  0.6208
H28 1.6913 0.3976 -1.6952  0.0831
H29 3.3594 0.8409 -1.3424  0.6149
H30 3.2597 3.7713 -1.1970  0.4489
H31 3.9234 2.7815 0.0916  0.3953
H32 2.7013 4.0127 0.4587  0.5036
H33 1.6971 2.2954 1.5026  0.7030
H34 2.9709 0.8494 2.3165  0.3901
H35 3.6221 0.6736 0.7113  0.6435
H36 2.9609 -1.5303 1.6477  0.5356
H37 2.1026 -1.1024 0.1692  -1.0265
H38 1.9970 -0.3599 3.6011  0.5642
H39 1.1366 -1.8640 3.8390  0.4003
N5 -0.2501 -0.7005 -0.3813  0.8174
C21 0.1754 -1.9592 -1.0073  -0.5600
C22 1.1815 -1.9278 -2.1349  -0.3478
C23 0.6878 -1.6570 -3.4107  0.0332
C24 1.5313 -1.5987 -4.5087  -1.0174
C25 2.8892 -1.8343 -4.3476  -0.6075
C26 3.3875 -2.1472 -3.0914  -1.0376
C27 2.5406 -2.1993 -1.9937  0.1159
H40 -0.3769 -1.5024 -3.5533  0.4237
H41 1.1260 -1.3929 -5.4901  0.4742
H42 3.5519 -1.8035 -5.2017  0.4519
H43 4.4387 -2.3694 -2.9654  0.4662
H44 2.9705 -2.4809 -1.0411  0.2936